Version P
119
Properties=species:S:1:pos:R:3:mulliken_spin:R:1 method="wB97M-V/def2-TZVPD" charge=+1 orbital_gap_ev="5.61 / 6.91" lumo_energy_ev="-2.16 / -2.22" homo_energy_ev="-7.8 / -9.1" spin_multiplicity=3 s2=2.02
Ti 0.144 -0.832 -0.947 1.450
C -4.132 3.360 2.140 0.000
C -3.732 1.881 2.194 0.000
C -4.147 1.235 0.867 0.007
C -4.490 1.171 3.320 0.000
P -1.879 1.474 2.381 0.026
C -1.209 2.615 1.038 0.020
N 0.136 2.287 0.571 0.005
B 0.667 1.043 0.013 -0.164
N 2.104 1.319 -0.044 0.007
C 3.176 0.399 -0.320 0.025
P 2.606 -1.347 -0.016 -0.020
C 3.960 -2.284 -0.955 -0.026
C 3.966 -3.754 -0.524 -0.001
C 3.530 -2.221 -2.430 0.057
C 5.370 -1.707 -0.831 -0.001
C 2.905 -1.550 1.853 0.019
C 2.230 -2.853 2.300 0.002
C 2.205 -0.398 2.583 0.010
C 4.373 -1.568 2.274 0.003
C 2.374 2.622 0.342 -0.001
C 3.565 3.330 0.357 0.000
C 3.535 4.662 0.754 0.001
C 2.335 5.264 1.109 0.000
C 1.137 4.559 1.081 0.003
C 1.159 3.222 0.710 0.001
C -1.302 2.294 4.000 0.000
C 0.182 2.638 3.850 0.000
C -1.427 1.202 5.074 0.000
C -2.037 3.546 4.474 0.000
H -5.106 3.449 1.647 0.000
H -3.420 3.958 1.570 0.000
H -4.228 3.794 3.132 0.000
H -5.239 1.194 0.799 0.001
H -3.754 0.226 0.775 -0.012
H -3.779 1.813 0.021 0.004
H -5.568 1.262 3.158 0.000
H -4.263 1.604 4.294 0.000
H -4.234 0.109 3.349 0.000
H -1.205 3.636 1.418 -0.003
H -1.911 2.571 0.202 0.003
H 4.043 0.624 0.309 0.002
H 3.502 0.467 -1.366 0.000
H 2.977 -4.204 -0.636 -0.002
H 4.291 -3.872 0.509 0.000
H 4.663 -4.314 -1.153 0.000
H 2.529 -2.634 -2.560 -0.003
H 4.221 -2.807 -3.041 0.000
H 3.534 -1.198 -2.812 -0.001
H 5.760 -1.782 0.181 0.000
H 5.418 -0.664 -1.148 0.000
H 6.036 -2.276 -1.485 0.000
H 1.164 -2.811 2.076 0.005
H 2.346 -2.974 3.381 0.000
H 2.665 -3.732 1.820 0.000
H 1.157 -0.322 2.289 0.002
H 2.695 0.558 2.398 0.000
H 2.252 -0.587 3.660 0.001
H 4.900 -2.443 1.895 0.000
H 4.421 -1.605 3.366 -0.001
H 4.900 -0.667 1.956 0.000
H 4.495 2.866 0.051 0.000
H 4.450 5.238 0.771 0.000
H 2.335 6.305 1.403 0.000
H 0.217 5.065 1.345 0.000
H 0.754 1.808 3.433 0.000
H 0.596 2.877 4.834 0.000
H 0.334 3.510 3.219 0.000
H -0.814 0.336 4.818 0.000
H -2.461 0.871 5.194 0.000
H -1.085 1.592 6.037 0.000
H -2.021 4.339 3.724 0.000
H -1.531 3.924 5.367 0.000
H -3.070 3.334 4.749 0.000
N -0.401 -2.283 -3.740 0.007
C -0.362 -3.280 -2.782 0.041
C -0.871 -4.539 -3.111 -0.003
C -0.790 -5.558 -2.187 0.011
C -0.183 -5.293 -0.962 0.004
C 0.262 -4.018 -0.711 0.047
N 0.148 -2.995 -1.579 -0.058
C 0.455 -1.176 -3.894 0.120
C 0.880 -0.896 -5.188 -0.054
C 1.625 0.238 -5.446 0.101
C 1.887 1.084 -4.372 -0.049
C 1.445 0.745 -3.120 0.177
N 0.761 -0.399 -2.826 -0.143
H -0.728 -2.624 -4.628 0.002
H -1.304 -4.714 -4.088 0.000
H -1.173 -6.543 -2.416 0.001
H -0.058 -6.072 -0.224 0.000
H 0.736 -3.775 0.230 -0.009
H 0.627 -1.581 -5.988 0.000
H 1.974 0.460 -6.444 0.008
H 2.433 2.006 -4.516 -0.001
H 1.610 1.413 -2.287 -0.015
N -2.535 -2.783 0.127 0.008
C -1.593 -2.444 1.035 -0.020
N -1.706 -2.990 2.265 0.003
O -0.654 -1.665 0.788 0.074
H -3.241 -3.472 0.308 -0.001
H -2.449 -2.381 -0.789 0.011
H -2.536 -3.483 2.543 0.000
H -1.113 -2.619 2.988 0.000
C -2.662 1.224 -4.487 0.030
C -3.436 0.703 -3.262 0.095
C -4.220 1.853 -2.615 0.019
C -4.401 -0.420 -3.676 0.029
C -2.448 0.155 -2.331 0.342
N -1.626 -0.331 -1.673 -0.183
H -3.370 1.582 -5.235 0.001
H -2.052 0.436 -4.932 -0.007
H -2.005 2.046 -4.204 -0.002
H -4.856 2.320 -3.367 0.001
H -3.546 2.612 -2.215 -0.001
H -4.857 1.490 -1.809 -0.001
H -5.173 -0.012 -4.329 0.002
H -4.886 -0.855 -2.802 -0.003
H -3.874 -1.210 -4.214 -0.004

=====

Version Q
119
Properties=species:S:1:pos:R:3:mulliken_spin:R:1 method="wB97M-V/def2-TZVPD" charge=+1 orbital_gap_ev="5.60 / 6.77" lumo_energy_ev="-2.08 / -2.49" homo_energy_ev="-7.7 / -9.3" spin_multiplicity=3 s2=2.03
Ti -0.597 1.060 0.930 1.233
C 1.633 -4.959 -3.125 0.000
C 0.500 -4.288 -2.348 0.001
C -0.101 -5.326 -1.385 0.000
C -0.581 -3.920 -3.376 0.001
P 0.942 -2.792 -1.261 0.001
C 0.551 -1.385 -2.441 -0.014
N 1.072 -0.090 -2.030 -0.021
B 0.778 0.743 -0.859 -0.046
N 1.912 1.690 -0.881 0.011
C 2.503 2.395 0.245 -0.048
P 1.220 3.153 1.329 0.039
C 2.119 3.367 2.950 -0.002
C 3.170 4.472 2.981 -0.001
C 1.052 3.640 4.023 0.008
C 2.790 2.030 3.309 0.002
C 0.958 4.799 0.459 -0.016
C 0.026 5.666 1.317 -0.001
C 2.194 5.637 0.116 -0.003
C 0.271 4.448 -0.876 0.056
C 2.693 1.502 -2.022 0.020
C 3.810 2.192 -2.475 0.002
C 4.381 1.810 -3.685 0.000
C 3.839 0.756 -4.418 0.001
C 2.727 0.059 -3.955 -0.001
C 2.160 0.434 -2.742 -0.013
C 2.798 -2.756 -0.975 0.003
C 3.751 -2.792 -2.179 0.000
C 3.117 -1.484 -0.162 -0.001
C 3.082 -3.946 -0.045 0.000
H 1.207 -5.782 -3.711 0.000
H 2.399 -5.387 -2.480 0.000
H 2.112 -4.275 -3.826 0.000
H -0.415 -6.219 -1.938 0.000
H -0.968 -4.920 -0.858 0.000
H 0.627 -5.640 -0.632 0.000
H -0.978 -4.845 -3.808 0.000
H -0.175 -3.330 -4.199 0.000
H -1.414 -3.369 -2.942 0.001
H -0.534 -1.356 -2.508 0.006
H 0.932 -1.613 -3.432 -0.001
H 3.191 3.157 -0.110 0.010
H 3.088 1.696 0.843 -0.014
H 2.722 5.465 2.986 0.000
H 3.864 4.410 2.141 0.000
H 3.753 4.373 3.901 0.000
H 1.541 3.829 4.983 0.000
H 0.425 4.501 3.791 0.004
H 0.403 2.770 4.142 0.004
H 3.761 1.919 2.825 0.000
H 2.173 1.171 3.043 0.009
H 2.958 2.009 4.390 0.001
H 0.515 5.986 2.240 0.000
H -0.899 5.155 1.584 0.001
H -0.240 6.571 0.761 -0.001
H 2.619 6.139 0.981 0.000
H 1.880 6.414 -0.587 0.000
H 2.983 5.070 -0.377 0.001
H -0.226 5.343 -1.264 0.001
H 0.996 4.112 -1.618 0.002
H -0.472 3.658 -0.783 -0.005
H 4.234 3.017 -1.915 0.000
H 5.245 2.342 -4.061 0.000
H 4.292 0.468 -5.358 0.000
H 2.323 -0.750 -4.549 0.000
H 3.399 -2.176 -3.005 0.000
H 3.922 -3.801 -2.548 0.000
H 4.724 -2.391 -1.875 0.000
H 3.258 -0.615 -0.803 0.001
H 4.057 -1.649 0.378 0.000
H 2.341 -1.243 0.568 0.004
H 2.818 -4.908 -0.486 0.000
H 2.530 -3.844 0.895 0.000
H 4.150 -3.973 0.193 0.000
N -1.609 1.305 3.094 -0.029
C -2.092 2.582 2.609 0.076
C -2.792 3.498 3.370 -0.027
C -3.472 4.507 2.711 0.073
C -3.484 4.510 1.320 -0.020
C -2.711 3.592 0.643 0.099
N -1.955 2.680 1.281 0.027
C -2.627 0.377 2.597 0.172
C -3.719 -0.016 3.336 -0.103
C -4.812 -0.536 2.659 0.184
C -4.792 -0.493 1.258 -0.101
C -3.647 -0.127 0.600 0.227
N -2.495 0.198 1.257 0.113
H -1.571 1.303 4.107 0.005
H -2.832 3.395 4.448 0.001
H -4.024 5.252 3.269 0.001
H -4.066 5.232 0.763 0.000
H -2.664 3.586 -0.437 0.001
H -3.730 0.129 4.410 -0.003
H -5.683 -0.887 3.196 0.012
H -5.677 -0.741 0.687 -0.004
H -3.592 -0.109 -0.477 0.014
N 1.076 -1.924 3.435 0.003
C 0.347 -1.431 2.414 -0.039
N -0.570 -2.221 1.855 0.018
O 0.544 -0.232 2.071 -0.044
H 1.016 -2.883 3.723 0.000
H 1.775 -1.333 3.847 0.000
H -0.551 -3.209 2.045 -0.004
H -0.975 -1.971 0.954 0.069
C -5.038 -4.375 -0.328 -0.001
C -4.414 -3.745 -1.579 0.004
C -5.403 -2.785 -2.251 0.000
C -3.969 -4.829 -2.567 -0.001
C -3.218 -2.963 -1.142 0.005
N -2.303 -2.358 -0.800 0.033
H -5.909 -4.963 -0.623 0.000
H -5.354 -3.609 0.383 0.001
H -4.328 -5.039 0.169 0.000
H -6.245 -3.359 -2.640 0.000
H -4.933 -2.258 -3.082 0.000
H -5.786 -2.048 -1.542 0.000
H -4.841 -5.426 -2.839 0.000
H -3.221 -5.488 -2.124 0.000
H -3.551 -4.392 -3.475 0.000

=====

Which of them is most stable, and which least? Most stable: version P; least stable: version Q.

=====

Version P
22
Properties=species:S:1:pos:R:3:nbo_charge:R:1 method="wB97M-V/def2-TZVPD" orbital_gap_ev=10.48 lumo_energy_ev=0.63 homo_energy_ev=-9.8
C -2.865 -0.497 1.123 -0.642
C -2.513 0.546 0.102 0.075
O -1.740 1.674 0.524 -0.493
C -1.162 0.777 -0.415 0.054
C 0.048 -0.018 0.025 -0.065
N 0.052 -1.284 -0.693 -0.824
C 1.313 0.836 -0.162 -0.517
C 2.577 0.135 0.179 0.531
N 3.120 -0.390 1.170 -0.621
H -2.096 -0.590 1.899 0.222
H -3.819 -0.248 1.607 0.219
H -2.979 -1.471 0.625 0.229
H -3.337 0.823 -0.566 0.182
H -1.079 1.191 -1.429 0.173
H -0.048 -0.239 1.096 0.214
H 0.036 -1.136 -1.700 0.352
H 0.897 -1.805 -0.475 0.372
H 1.379 1.177 -1.208 0.220
H 1.253 1.732 0.478 0.263
O 3.565 -0.423 -0.987 -0.820
H 4.013 -0.943 0.546 0.412
H 3.383 0.154 -1.738 0.464

=====

Version Q
22
Properties=species:S:1:pos:R:3:nbo_charge:R:1 method="wB97M-V/def2-TZVPD" orbital_gap_ev=9.52 lumo_energy_ev=0.62 homo_energy_ev=-8.9
C -2.481 0.644 -1.393 -0.631
C -1.930 0.991 -0.018 -0.212
N -0.561 0.561 0.252 -0.644
C -0.213 -0.870 0.288 -0.235
C 1.278 -0.689 0.012 -0.064
C 2.354 -1.501 0.613 -0.245
N 2.109 -1.538 -0.823 -0.536
C 1.312 0.816 -0.154 0.832
O 1.724 1.500 -1.064 -0.538
H -1.723 0.774 -2.177 0.220
H -2.822 -0.400 -1.414 0.199
H -3.342 1.283 -1.630 0.219
H -1.933 2.082 0.108 0.203
H -2.587 0.576 0.764 0.177
H -0.402 -1.274 1.291 0.192
H -0.675 -1.479 -0.505 0.203
H 3.270 -0.996 0.923 0.210
H 2.037 -2.353 1.219 0.197
H 1.596 -2.376 -1.091 0.358
H -0.039 1.337 1.347 0.500
O 1.352 1.781 1.384 -0.865
H 1.675 1.133 2.068 0.462

=====

Version R
22
Properties=species:S:1:pos:R:3:nbo_charge:R:1 method="wB97M-V/def2-TZVPD" orbital_gap_ev=9.83 lumo_energy_ev=0.63 homo_energy_ev=-9.2
C 1.234 -0.230 -2.460 -0.417
N -0.063 -0.179 -1.807 -0.395
C -0.434 -1.255 -0.906 -0.264
C -0.119 0.116 -0.398 0.089
C 1.123 0.337 0.466 -0.245
N 0.570 0.515 1.806 -0.782
C -1.142 0.988 1.640 0.814
O -1.644 1.809 2.384 -0.567
C -1.225 1.019 0.126 -0.528
H 1.983 -0.836 -1.920 0.170
H 1.108 -0.668 -3.459 0.211
H 1.625 0.789 -2.577 0.205
H -1.471 -1.601 -0.934 0.200
H 0.310 -2.037 -0.721 0.192
H 1.816 -0.514 0.416 0.200
H 1.646 1.247 0.134 0.187
H 1.171 0.943 2.500 0.397
H -1.052 2.056 -0.198 0.251
H -2.221 0.688 -0.194 0.248
H -0.141 -0.831 2.295 0.511
O -1.459 -0.920 2.304 -0.935
H -1.618 -1.436 1.505 0.459

=====

Version S
22
Properties=species:S:1:pos:R:3:nbo_charge:R:1 method="wB97M-V/def2-TZVPD" orbital_gap_ev=10.27 lumo_energy_ev=0.74 homo_energy_ev=-9.5 smiles="O=C1NC[C@H](C2CC2)N1.O"
O 2.312 1.447 2.016 -0.620
C 1.343 1.162 1.324 0.788
N -0.042 1.462 1.653 -0.679
C -0.799 1.629 0.414 -0.215
C 0.027 0.807 -0.599 -0.048
N 1.358 0.900 -0.009 -0.634
C -0.449 -0.621 -0.737 -0.244
C -1.189 -1.030 -1.978 -0.417
C 0.207 -1.536 -1.732 -0.421
H -0.184 2.139 2.393 0.403
H -1.822 1.242 0.507 0.200
H -0.840 2.687 0.119 0.189
H 0.017 1.288 -1.587 0.203
H 2.183 0.516 -0.446 0.415
H -0.780 -1.080 0.200 0.210
H -2.019 -1.728 -1.868 0.220
H -1.327 -0.276 -2.755 0.213
H 1.010 -1.120 -2.344 0.212
H 0.338 -2.582 -1.455 0.222
H -0.238 -1.118 2.525 0.478
O 0.529 -1.800 2.551 -0.938
H 0.366 -2.388 1.807 0.463

=====

Which of them is most stable, and which least? Most stable: version S; least stable: version Q.

=====

Version P
22
Properties=species:S:1:pos:R:3:nbo_charge:R:1 method="wB97M-V/def2-TZVPD" orbital_gap_ev=8.75 lumo_energy_ev=0.66 homo_energy_ev=-8.1
C -2.419 0.252 -0.429 -0.422
N -0.977 0.498 -0.439 -0.206
C -0.277 0.689 0.925 0.751
N -0.822 -0.185 1.892 -0.853
O -0.741 1.674 -1.206 -0.601
O -0.002 1.856 1.237 -0.696
H -0.376 2.285 -0.522 0.489
H -0.697 -1.169 1.704 0.381
H -0.514 0.072 2.819 0.393
H -2.958 1.031 0.115 0.196
H -2.758 0.239 -1.464 0.211
H -2.609 -0.715 0.034 0.203
C 2.479 -0.143 1.172 -0.648
C 0.592 -1.190 -2.131 -0.696
C 1.317 -0.261 0.277 -0.172
C 0.835 -0.654 -0.802 0.246
H 1.523 -1.609 -2.525 0.245
H 2.567 0.898 1.492 0.245
H 3.412 -0.454 0.698 0.222
H 2.330 -0.748 2.071 0.225
H -0.163 -1.978 -2.120 0.233
H 0.260 -0.391 -2.798 0.254

=====

Version Q
22
Properties=species:S:1:pos:R:3:nbo_charge:R:1 method="wB97M-V/def2-TZVPD" orbital_gap_ev=10.93 lumo_energy_ev=0.69 homo_energy_ev=-10.2 smiles=C[C@H]1O[C@H]1[C@@](C)(N)C#N.O
C -2.319 -0.749 2.293 -0.650
C -2.254 -1.889 1.320 0.066
O -1.708 -1.659 0.007 -0.490
C -1.043 -2.573 0.866 0.053
C 0.406 -2.295 1.295 -0.027
C 0.572 -2.773 2.744 -0.594
N 1.368 -2.999 0.450 -0.801
C 0.751 -0.847 1.187 0.331
N 1.084 0.257 1.355 -0.358
H -1.400 -0.155 2.320 0.235
H -3.159 -0.090 2.038 0.229
H -2.500 -1.157 3.297 0.218
H -3.165 -2.496 1.284 0.185
H -1.149 -3.624 0.572 0.187
H 0.246 -3.821 2.809 0.214
H 1.625 -2.710 3.045 0.238
H -0.036 -2.175 3.432 0.228
H 1.317 -3.999 0.628 0.362
H 1.174 -2.856 -0.538 0.374
O 1.796 0.664 -1.363 -0.961
H 0.878 0.368 -1.500 0.467
H 1.826 1.158 -0.480 0.493

=====

Version R
22
Properties=species:S:1:pos:R:3:nbo_charge:R:1 method="wB97M-V/def2-TZVPD" orbital_gap_ev=10.19 lumo_energy_ev=0.62 homo_energy_ev=-9.6
C -3.019 -0.097 -0.462 -0.629
C -1.641 0.448 -0.115 0.074
O -1.717 1.564 0.760 -0.713
C -0.769 -0.640 0.479 -0.087
C 0.038 -1.535 -0.390 -0.256
N 0.681 -0.562 0.479 -0.410
C 1.351 0.566 -0.126 -0.291
C 2.835 0.291 -0.245 0.574
N 3.525 -0.165 0.774 -0.774
H -3.647 0.698 -0.887 0.225
H -2.935 -0.910 -1.196 0.218
H -3.516 -0.494 0.436 0.201
H -1.175 0.838 -1.030 0.182
H -2.189 1.309 1.559 0.463
H -1.180 -1.060 1.405 0.197
H 0.173 -2.586 -0.130 0.209
H 0.033 -1.318 -1.463 0.190
H 1.009 0.824 -1.143 0.188
H 1.200 1.453 0.508 0.253
O 3.544 1.287 -0.709 -0.690
H 3.012 -0.895 1.264 0.373
H 4.385 0.985 0.233 0.500

=====

Which of them is most stable, and which least? Most stable: version Q; least stable: version P.